Record 1
This record from OMol25 describes one molecule with the formula C5H8N2 at a distorted geometry. The level of theory is ωB97M-V with the def2-TZVPD basis set.

The geometry in XYZ format:
```
15
C5H8N2 ωB97M-V with the def2-TZVPD basis set
C -0.2230 0.7313 -0.2155
C -1.4757 1.2351 -0.1894
C 1.3890 1.3742 0.2471
C 0.2118 -0.6706 -0.5593
C -0.4920 -1.7220 0.2838
N 2.1657 0.1629 0.1176
N 1.5946 -0.8278 -0.2657
H -2.2393 0.5380 -0.6284
H -1.8627 2.0740 0.3033
H 1.7264 2.2328 -0.3216
H 1.1883 1.8507 1.2792
H 0.1551 -0.7804 -1.6048
H -0.6960 -1.5125 1.3554
H 0.0063 -2.6805 0.4773
H -1.4485 -2.0050 -0.2791
```

Calculated values
E_HOMO (alpha / beta) ... -0.227 / -0.358 hartree
Energy above the lowest of the compared OMol25 structures with the same formula, charge and spin ... 44.55 kcal per mole
M ... 96.1 g mol⁻¹
<S²> ... 2.008
Net charge ... 0
2S+1 ... 3
Orbital gap (alpha / beta) ... 7.179 / 8.267 eV



Record 2
This record from OMol25 describes one molecule with the formula C3H8N2O2 at a distorted geometry. The level of theory is ωB97M-V with the def2-TZVPD basis set.

The geometry in XYZ format:
```
15
C3H8N2O2 ωB97M-V with the def2-TZVPD basis set
C 0.3874 0.5873 0.9940
C -1.4117 1.0527 0.0587
C 1.1900 -1.1356 -0.6099
N -0.9458 -0.0720 -0.6944
N 0.0884 -0.6124 0.1838
O -2.5562 1.1156 0.8113
O 2.0811 -0.1021 -1.1787
H 0.9920 1.4715 0.7628
H 0.3384 0.3526 2.1481
H -1.0918 1.8568 -0.4911
H 0.6617 -1.8438 -1.2329
H 1.7887 -1.5829 0.1783
H -1.7493 -0.6756 -0.8034
H -2.9035 0.2486 0.8165
H 1.6369 0.0168 -2.0439
```

Calculated values
E_HOMO ... -0.295 hartree
Energy above the lowest of the compared OMol25 structures with the same formula, charge and spin ... 140.11 kcal per mole
M ... 104.1 g mol⁻¹
Net charge ... 0
Orbital gap ... 8.748 eV



Record 3
This record from OMol25 describes a 2-piece molecular cluster, CH4N2O2S overall at a distorted geometry. The level of theory is ωB97M-V with the def2-TZVPD basis set.

The geometry in XYZ format:
```
10
CH4N2O2S ωB97M-V with the def2-TZVPD basis set
C -0.1639 0.3530 -0.3847
N -0.5098 -0.1181 -1.6047
N -0.3857 -1.3423 1.3648
O 1.8259 1.4091 1.0729
O -0.6632 1.6137 -0.0908
S 1.1544 1.5512 -0.1919
H -1.4871 -0.0916 -1.9020
H -0.0059 -0.9817 -1.9415
H -0.3839 -0.6223 2.1441
H 0.6193 -1.7710 1.5339
```

Calculated values
E_HOMO (alpha / beta) ... -0.302 / -0.358 hartree
Energy above the lowest of the compared OMol25 structures with the same formula, charge and spin ... 110.46 kcal per mole
M ... 108.1 g mol⁻¹
Net charge ... 0
Orbital gap (alpha / beta) ... 7.815 / 9.140 eV



Record 4
This record from OMol25 describes one molecule with the formula C20H30N4O4. The level of theory is ωB97M-V with the def2-TZVPD basis set.

The geometry in XYZ format:
```
58
C20H30N4O4 ωB97M-V with the def2-TZVPD basis set
C -0.2576 7.1830 -2.0226
O 0.0355 5.8194 -1.8046
C 0.1445 5.0234 -2.9122
C -0.0197 5.4557 -4.2208
C 0.1344 4.5601 -5.2687
C 0.4545 3.2217 -5.0582
N 0.5551 2.3403 -6.1266
C 0.5953 2.7870 -3.7271
C 0.9328 1.3568 -3.4408
O 1.6399 0.6864 -4.1827
N 0.4053 0.8494 -2.2985
C 0.6245 -0.5207 -1.8773
C -0.6506 -1.1115 -1.2949
C -0.4313 -2.4797 -0.6839
O 0.0796 -3.3159 -1.6925
C 0.3448 -2.4513 0.6639
N -0.9216 -2.7407 1.3304
C -1.3846 -2.7723 2.5959
O -2.5455 -3.0674 2.8324
C -0.3795 -2.3549 3.6770
N 0.8434 -3.1214 3.4926
C 0.6020 -4.5368 3.7327
C 1.9877 -2.6674 4.2614
C -0.3168 -0.8013 3.6845
C -1.4241 -0.8125 4.7614
C -1.0805 -2.2870 5.0582
C -1.6620 -3.0012 0.1045
C 0.4496 3.6908 -2.6817
H -0.2987 7.6467 -1.0408
H 0.5208 7.6691 -2.6178
H -1.2231 7.3103 -2.5208
H -0.2594 6.4853 -4.4443
H 0.0032 4.9128 -6.2851
H 1.1435 1.5402 -5.9392
H 0.7372 2.7801 -7.0136
H -0.2482 1.4170 -1.7871
H 0.9481 -1.0864 -2.7476
H 1.4358 -0.5691 -1.1429
H -1.0505 -0.4570 -0.5121
H -1.4119 -1.1893 -2.0753
H 0.2371 -4.1933 -1.3286
H 1.0830 -3.2492 0.7677
H 0.8080 -1.5035 0.9428
H 1.4873 -5.1110 3.4571
H 0.3686 -4.7532 4.7862
H -0.2348 -4.8880 3.1272
H 2.8325 -3.3193 4.0376
H 2.2734 -1.6562 3.9793
H 1.8256 -2.6964 5.3496
H 0.6231 -0.4380 4.0953
H -0.5107 -0.2927 2.7393
H -1.3192 -0.0982 5.5752
H -2.4171 -0.7242 4.3253
H -1.9079 -2.9731 5.2177
H -0.3519 -2.3761 5.8652
H -2.5889 -2.4351 0.0038
H -1.8698 -4.0629 -0.0592
H 0.6098 3.3786 -1.6571
```

Calculated values
E_HOMO ... -0.280 hartree
Energy above the lowest of the compared OMol25 structures with the same formula, charge and spin ... 64.75 kcal per mole
M ... 390.5 g mol⁻¹
Net charge ... 0
SMILES ... COc1ccc(N)c(C(=O)NCCC2(O)CN(C(=O)C3(N(C)C)CCC3)C2)c1
Orbital gap ... 8.080 eV



Record 5
This record from OMol25 describes an isolated ion of composition C4H8N and charge +1 at a distorted geometry. The level of theory is ωB97M-V with the def2-TZVPD basis set.

The geometry in XYZ format:
```
13
C4H8N ωB97M-V with the def2-TZVPD basis set
C -1.6880 -1.1607 -0.2342
N -1.1291 0.0182 0.0346
C 0.3411 0.3999 0.1878
C 0.6333 1.3973 1.0535
C 1.1998 -0.3754 -0.8265
H -2.7098 -1.1054 -0.6330
H -1.1752 -1.9717 0.0396
H -1.6179 0.8153 0.3178
H 0.0517 1.7806 1.8545
H 1.7744 1.9337 1.0547
H 2.1938 0.1391 -1.1119
H 0.5155 -0.6590 -1.6388
H 1.6105 -1.2120 -0.0981
```

Calculated values
E_HOMO ... -0.536 hartree
Energy above the lowest of the compared OMol25 structures with the same formula, charge and spin ... 47.07 kcal per mole
M ... 70.1 g mol⁻¹
Net charge ... +1
SMILES ... C=[NH+]C(=C)C
Orbital gap ... 8.428 eV



Record 6
This record from OMol25 describes one molecule with the formula C5H7NO at a distorted geometry. The level of theory is ωB97M-V with the def2-TZVPD basis set.

The geometry in XYZ format:
```
14
C5H7NO ωB97M-V with the def2-TZVPD basis set
C -1.7136 0.0156 0.2720
C -0.4780 -0.7849 0.1996
C 0.6642 -0.0043 -0.2645
C 0.4433 0.7526 -1.4561
N 0.2288 1.3679 -2.4051
C 1.7790 0.3395 0.5565
O 1.8864 -0.7846 -0.2972
H -1.6007 0.7107 1.0931
H -2.5005 -0.6640 0.5583
H -1.9230 0.5065 -0.6780
H -0.2665 -1.2873 1.1428
H -0.5711 -1.4861 -0.6298
H 2.3904 1.1889 0.3013
H 1.6613 0.1295 1.6069
```

Calculated values
E_HOMO ... -0.408 hartree
Energy above the lowest of the compared OMol25 structures with the same formula, charge and spin ... 46.67 kcal per mole
M ... 97.1 g mol⁻¹
Net charge ... 0
SMILES ... CC[C@@]1(C#N)CO1
Orbital gap ... 11.927 eV



Record 7
This record from OMol25 describes C5H9NO as an isolated structure at a distorted geometry. The level of theory is ωB97M-V with the def2-TZVPD basis set.

The geometry in XYZ format:
```
16
C5H9NO ωB97M-V with the def2-TZVPD basis set
C 1.2046 -0.3898 -0.7947
C -0.5504 -0.6964 1.6685
C 0.1767 1.2246 -0.7149
C -1.1046 0.9819 -0.2044
C -1.3575 -0.1357 0.5471
O 0.9104 -1.7373 -0.6033
N 0.6533 2.1867 -1.3487
H 0.2540 -2.0113 -1.2532
H 1.6686 2.2873 -1.3370
H 1.5357 -0.2415 -1.8280
H 1.9618 -0.0982 -0.0708
H -1.9018 1.6531 -0.5147
H -2.3993 -0.4528 0.5625
H -1.2081 -0.8683 2.5254
H 0.2682 -0.0431 1.9640
H -0.1115 -1.6590 1.4023
```

Calculated values
E_HOMO ... -0.307 hartree
Energy above the lowest of the compared OMol25 structures with the same formula, charge and spin ... 98.92 kcal per mole
M ... 99.1 g mol⁻¹
Net charge ... 0
Orbital gap ... 8.544 eV



Record 8
This record from OMol25 describes a 3-piece molecular cluster, C9H24O10PS2 overall at a distorted geometry. The level of theory is ωB97M-V with the def2-TZVPD basis set.

The geometry in XYZ format:
```
46
C9H24O10PS2 ωB97M-V with the def2-TZVPD basis set
C 0.4956 -2.3517 0.9049
C 1.1438 -1.8156 -0.3678
O 1.7722 -0.5681 -0.1811
C 1.1383 0.5426 -0.8148
C 0.1409 1.2880 0.1093
O -1.1462 1.4412 -0.4350
C -1.9393 0.2748 -0.2090
P -3.6643 0.4273 -1.0698
H 0.0880 -3.3424 0.6923
H 1.2525 -2.4164 1.6909
H -0.2822 -1.6808 1.2699
H 0.4144 -1.8040 -1.1835
H 1.9115 -2.5476 -0.6581
H 0.6109 0.2518 -1.7255
H 1.9496 1.2123 -1.1097
H 0.1234 0.7195 1.0470
H 0.5242 2.3013 0.2671
H -1.4534 -0.5908 -0.6879
H -2.0662 0.1130 0.8743
H -3.7980 -1.0551 -0.9539
H -2.9931 0.2218 -2.3836
H -3.4597 1.8908 -1.2260
H -4.3317 0.6330 0.2505
H -4.9688 0.5355 -1.7508
C 0.1958 3.6468 -5.6163
C -0.9537 4.3427 -4.9160
O -1.6741 3.2910 -4.2836
S -0.6664 2.1306 -3.8143
O -0.3335 2.3140 -2.4559
O -1.1282 0.9003 -4.3369
O 0.6001 2.6233 -4.7144
H -0.1330 3.1812 -6.5496
H 1.0298 4.3156 -5.8184
H -1.6044 4.8757 -5.6049
H -0.5954 5.0309 -4.1457
C 2.5863 -3.6924 4.9475
C 2.8752 -3.0359 6.2821
O 2.4186 -1.6910 6.1191
S 1.1464 -1.6655 5.1352
O -0.0371 -1.6458 5.9153
O 1.3989 -0.7148 4.1203
O 1.3308 -3.1423 4.5443
H 3.3362 -3.4272 4.1992
H 2.5115 -4.7744 5.0187
H 3.9316 -3.0429 6.5364
H 2.3022 -3.5004 7.0882
```

Calculated values
E_HOMO ... -0.093 hartree
M ... 387.4 g mol⁻¹
Net charge ... -1
Orbital gap ... 4.591 eV